{"formula": "C13H15N5O3", "method": "ωB97M-V/def2-TZVPD", "species": ["N", "C", "N", "C", "N", "C", "O", "C", "C", "C", "C", "O", "O", "N", "N", "C", "C", "C", "C", "C", "C", "H", "H", "H", "H", "H", "H", "H", "H", "H", "H", "H", "H", "H", "H", "H"], "coordinates": [[-0.6481, -1.9717, 0.3873], [-0.5371, -0.6307, 0.2579], [0.6149, 0.0259, 0.2772], [0.2495, 1.3281, 0.1557], [1.1092, 2.3920, 0.1294], [2.4570, 2.4830, 0.3786], [2.9887, 3.5686, 0.3497], [3.2046, 1.1976, 0.6423], [3.5382, 0.5123, -0.6910], [4.3675, -0.7599, -0.5173], [3.6466, -2.0473, -0.1395], [4.2319, -3.0960, -0.1050], [2.3452, -1.9965, 0.1346], [-1.0454, 1.5055, 0.0428], [-1.5620, 0.2471, 0.1255], [-2.9433, 0.0300, 0.0500], [-3.5441, -1.0199, 0.7366], [-4.9111, -1.2071, 0.6283], [-5.6786, -0.3515, -0.1435], [-5.0784, 0.7100, -0.8019], [-3.7138, 0.9046, -0.7093], [0.2296, -2.4696, 0.3225], [-1.4454, -2.4152, -0.0393], [0.6430, 3.2793, -0.0238], [2.6157, 0.5511, 1.2908], [4.1348, 1.4637, 1.1475], [4.1202, 1.2175, -1.2887], [2.6218, 0.2999, -1.2465], [4.8909, -0.9871, -1.4495], [5.1421, -0.6031, 0.2375], [1.9395, -1.0904, 0.1438], [-2.9584, -1.6608, 1.3770], [-5.3781, -2.0217, 1.1609], [-6.7440, -0.5044, -0.2217], [-5.6754, 1.3883, -1.3922], [-3.2275, 1.7283, -1.2068]], "atomic_forces_ev_per_a": [[-0.06, -0.25, 0.02], [-0.28, 0.54, -0.05], [0.00, -0.20, 0.06], [-0.93, -0.80, -0.04], [-0.48, 0.57, -0.18], [0.30, -0.23, 0.24], [0.13, 0.12, -0.03], [0.13, 0.12, -0.10], [0.14, -0.05, 0.13], [-0.13, 0.11, -0.12], [0.52, -0.11, -0.11], [-0.01, 0.01, 0.01], [-0.44, 0.09, 0.13], [0.31, 1.01, -0.01], [1.05, -0.65, 0.19], [-0.66, -0.04, -0.09], [0.16, 0.09, -0.02], [-0.08, -0.01, -0.06], [-0.08, -0.05, 0.04], [0.02, -0.03, 0.04], [0.15, -0.03, 0.00], [-0.02, -0.07, -0.05], [0.04, -0.01, 0.01], [0.19, -0.06, 0.02], [0.13, -0.01, 0.03], [-0.10, 0.05, -0.01], [-0.06, -0.01, -0.01], [0.06, 0.03, -0.06], [-0.01, -0.05, 0.11], [0.02, -0.05, -0.04], [0.12, -0.02, -0.04], [0.05, -0.04, 0.06], [-0.03, -0.06, 0.05], [-0.09, -0.01, 0.00], [-0.04, 0.06, -0.05], [0.02, 0.06, -0.05]], "gap_ev": 9.206, "lumo_ev": 0.52, "total_energy_ev": -27319.19471, "e_above_lowest_kj_mol": 0.0, "smiles": "Nc1nc(NC(=O)CCCC(=O)O)nn1-c1ccccc1"}